## a
Density functional theory data (ωB97M-V/def2-TZVPD) for a molecular structure, C2H4N4O2.

* orbital gap: 8.55 eV
* net charge: 0
* highest occupied orbital energy: -10.4 eV

Structure (XYZ):
```
12
C2H4N4O2 ωB97M-V/def2-TZVPD
C -0.1084 -0.1433 2.4010
C -0.3730 -0.1336 -1.0488
H 0.9954 -0.5821 3.1666
H -0.7788 0.6534 3.0304
H -0.7176 -1.1112 2.1472
H 1.9456 1.0161 -1.0950
N 0.2383 0.5047 1.0189
N -1.1950 0.7414 0.6695
N -1.4876 0.4846 -0.5067
N 0.6432 -0.5811 -0.1727
O -0.1509 -0.2219 -2.2120
O 1.9074 -0.5734 -0.5911
```

## b
Density functional theory data (ωB97M-V/def2-TZVPD) for C2H4N4O2 in the gas phase.

* SMILES: Nn1onc/c1=N/O
* orbital gap: 9.15 eV
* net charge: 0
* highest occupied orbital energy: -8.5 eV

Structure (XYZ):
```
12
C2H4N4O2 ωB97M-V/def2-TZVPD
N -0.5358 1.8867 0.1853
N 0.2180 0.7643 -0.3287
O 1.5919 0.8306 0.0071
N 2.0342 -0.4688 0.0659
C 1.1370 -1.3481 0.0424
C -0.0899 -0.6698 -0.0699
N -1.2661 -1.1922 0.0318
O -2.3035 -0.2748 -0.0244
H -1.0021 1.5661 0.9744
H -1.0806 2.4330 -0.5581
H 1.3727 -2.3824 0.1535
H -3.0314 -0.8850 0.0541
```

Quick one: least stable of them? a

## a
Density functional theory data (ωB97M-V/def2-TZVPD) for C2H4N4O2 in the gas phase.

* SMILES: [H]/N=c1\c(O)n[nH]n1O
* orbital gap: 8.43 eV
* net charge: 0
* highest occupied orbital energy: -8.4 eV

Structure (XYZ):
```
12
C2H4N4O2 ωB97M-V/def2-TZVPD
H -1.0581 2.3928 0.2328
N -0.1629 2.0071 -0.2956
C -0.1075 0.6424 0.0471
C -1.1168 -0.4124 0.0632
O -2.4055 -0.0173 0.1339
N -0.5008 -1.5443 0.0376
N 0.7904 -1.4243 -0.0943
N 1.0778 0.0120 -0.2092
O 2.2700 0.4066 0.2017
H -2.5373 0.8628 -0.0189
H 1.3540 -2.0215 -0.7116
H 2.2397 0.9185 1.0821
```

## b
Density functional theory data (ωB97M-V/def2-TZVPD) for C2H4N4O2 in the gas phase.

* SMILES: [H]/N=c1\[nH]c(O)nn1O
* orbital gap: 9.69 eV
* net charge: 0
* highest occupied orbital energy: -9.4 eV

Structure (XYZ):
```
12
C2H4N4O2 ωB97M-V/def2-TZVPD
H 1.1971 2.5106 -0.1064
N 1.6230 1.6117 -0.1063
C 0.7708 0.7585 0.1251
N -0.5945 1.0096 -0.0267
C -1.2253 -0.1517 0.1371
O -2.5086 -0.0121 -0.2318
N -0.5668 -1.1513 0.1631
N 0.8877 -0.7793 0.5366
O 1.7831 -1.2155 -0.4607
H -1.2584 1.9569 0.4232
H -2.7850 -0.8755 -0.4303
H 1.9324 -2.2469 0.1140
```

## c
Density functional theory data (ωB97M-V/def2-TZVPD) for 2 unconnected molecules or ions with the total composition C2H4N4O2.

* SMILES: [H]/N=N\O.c1conn1
* orbital gap: 10.16 eV
* net charge: 0
* highest occupied orbital energy: -9.4 eV

Structure (XYZ):
```
12
C2H4N4O2 ωB97M-V/def2-TZVPD
H 4.1737 0.0118 0.5447
N 3.1292 -0.3458 0.7090
N 2.1615 0.1580 0.2466
O 2.2121 1.4137 -0.3885
H 1.3193 1.6792 -0.4750
C -1.2509 -0.8834 -0.3039
C -2.5640 -0.7680 0.0316
O -2.7778 0.4590 0.3986
N -1.5503 1.1369 0.3688
N -0.7137 0.3162 -0.1048
H -0.7250 -1.7095 -0.8519
H -3.4140 -1.4680 -0.1752
```

Quick one: least stable of them? b

## a
Density functional theory data (ωB97M-V/def2-TZVPD) for C2HNO2 in the gas phase.

* SMILES: N#CC(=O)O
* orbital gap: 10.71 eV
* net charge: 0
* highest occupied orbital energy: -11.7 eV

Structure (XYZ):
```
6
C2HNO2 ωB97M-V/def2-TZVPD
N 2.4554 -0.1249 -0.1773
C 1.1995 -0.4347 0.1365
C -0.3191 -0.2469 -0.0440
O -1.1184 -1.1770 -0.1429
O -0.6628 0.9793 -0.1507
H -1.5545 1.0041 0.3784
```

## b
Density functional theory data (ωB97M-V/def2-TZVPD) for C2HNO2 in the gas phase.

* SMILES: N#CC1OO1
* orbital gap: 11.99 eV
* net charge: 0
* highest occupied orbital energy: -11.8 eV

Structure (XYZ):
```
6
C2HNO2 ωB97M-V/def2-TZVPD
N 1.9212 1.0309 0.0731
C 0.9275 0.4932 -0.0221
C -0.3409 -0.0989 0.0366
O -0.7107 -1.1221 -0.7578
O -0.7545 -1.2298 0.7069
H -1.0426 0.9267 -0.0367
```

Quick one: least stable of them? b

## a
Density functional theory data (ωB97M-V/def2-TZVPD) for 2 unconnected molecules or ions with the total composition C2H4FNO2.

* SMILES: O=C1O[C@H]1F.N
* orbital gap: 10.64 eV
* net charge: 0
* highest occupied orbital energy: -10.0 eV

Structure (XYZ):
```
10
C2H4FNO2 ωB97M-V/def2-TZVPD
O 4.0623 0.8265 -1.1578
C 3.5041 0.4580 -0.1970
O 2.6572 0.7017 0.7573
C 3.0535 -0.7174 0.6321
F 1.9869 -1.4802 0.2441
H 3.6783 -1.1879 1.4170
N -0.5114 0.2915 -0.8194
H -1.1903 0.7891 -0.1841
H 0.2806 0.8897 -1.1300
H -0.1382 -0.4173 -0.1855
```

## b
Density functional theory data (ωB97M-V/def2-TZVPD) for 2 unconnected molecules or ions with the total composition C2H4FNO2.

* SMILES: C=CF.O=NO
* orbital gap: 9.80 eV
* net charge: 0
* highest occupied orbital energy: -9.8 eV

Structure (XYZ):
```
10
C2H4FNO2 ωB97M-V/def2-TZVPD
C 0.1996 -1.1566 -0.8368
C 0.2842 -1.9836 0.2211
F 0.7736 -3.1770 -0.0204
H -0.4235 -0.3038 -0.6521
H 0.3723 -1.4932 -1.8114
H 0.0878 -1.7317 1.2490
O -1.0315 2.3054 1.7898
N -0.1901 2.0419 1.0301
O -0.4325 2.6801 -0.2279
H 0.3602 2.8185 -0.7413
```

Quick one: least stable of them? b

## a
Density functional theory data (ωB97M-V/def2-TZVPD) for a molecular structure, CH4P2.

* orbital gap (spin up / spin down): 7.17 / 6.63 eV
* net charge: 0
* highest occupied orbital energy (spin up / spin down): -8.8 / -8.2 eV

Structure (XYZ):
```
7
CH4P2 ωB97M-V/def2-TZVPD
C -1.3953 0.4468 -1.2856
P -1.2804 -0.5481 0.1336
P 1.5536 -0.2314 0.0235
H -0.7734 0.1102 -2.0487
H -1.7678 0.3433 1.2619
H 1.5601 -1.5583 0.3217
H 1.1727 -0.6105 -1.1817
```

## b
Density functional theory data (ωB97M-V/def2-TZVPD) for a molecular structure, CH4P2.

* orbital gap: 9.29 eV
* net charge: 0
* highest occupied orbital energy: -9.1 eV

Structure (XYZ):
```
7
CH4P2 ωB97M-V/def2-TZVPD
C -0.3434 0.1756 0.7301
P -1.3966 0.0380 -0.4709
P 1.7530 0.1562 -0.1930
H -0.1997 0.3249 1.8110
H -2.7165 0.1237 0.1556
H 1.5021 -1.2812 -0.4668
H 1.4010 0.4629 -1.5662
```

## c
Density functional theory data (ωB97M-V/def2-TZVPD) for CH4P2 in the gas phase.

* SMILES: [H]/P=C/P
* orbital gap: 8.74 eV
* net charge: 0
* highest occupied orbital energy: -8.8 eV

Structure (XYZ):
```
7
CH4P2 ωB97M-V/def2-TZVPD
H 0.9390 -1.8783 -1.2584
P -0.0215 -1.8089 -0.3072
C -0.0545 -0.1478 -0.4418
P -1.1008 0.9409 0.4344
H 0.5146 0.4545 -1.1676
H -1.1760 0.0824 1.7050
H -0.0711 1.8479 1.0245
```

Quick one: least stable of them? a

## a
Density functional theory data (ωB97M-V/def2-TZVPD) for a molecular structure, C29H40N8O6PbS2Se2.

* orbital gap: 7.40 eV
* net charge: +2
* highest occupied orbital energy: -12.7 eV

Structure (XYZ):
```
88
C29H40N8O6PbS2Se2 ωB97M-V/def2-TZVPD
Pb 0.8454 0.2592 -0.3194
C 3.9655 -0.0718 3.6712
N 2.5217 -0.2067 3.8338
C 2.0123 -0.0413 5.1889
C 1.7435 -0.3818 2.7721
O 2.2084 -0.4747 1.6192
C 0.2325 -0.4643 2.9799
O -0.3977 -1.0296 1.8511
C -0.2212 -2.4303 1.7456
C -0.1349 -2.8422 0.2768
O -0.4138 -2.0474 -0.6325
N 0.2856 -4.0885 0.0446
C 0.7337 -4.4885 -1.2817
C 0.5252 -5.0520 1.1098
H 4.4753 -0.8974 4.1681
H 4.2976 0.8678 4.1138
H 4.2110 -0.0887 2.6141
H 2.8528 -0.0675 5.8761
H 1.3283 -0.8420 5.4667
H 1.4971 0.9145 5.3039
H -0.1555 0.5537 3.0540
H -0.0366 -1.0170 3.8832
H -1.0667 -2.9283 2.2354
H 0.7087 -2.7441 2.2309
H 0.7355 -3.6199 -1.9354
H 0.0879 -5.2660 -1.6933
H 1.7533 -4.8684 -1.2077
H -0.2787 -5.0320 1.8431
H 1.4776 -4.8659 1.6126
H 0.5639 -6.0462 0.6731
Se -0.9380 2.7648 -1.9150
C -1.8340 1.3899 -2.3025
N -2.5635 0.4551 -2.5893
C -3.5528 -4.0240 -4.0961
N -4.3489 -2.9722 -3.4997
C -3.9299 -1.7332 -3.2254
Se -2.2222 -1.0448 -3.5608
N -4.9289 -1.0372 -2.6755
C -6.0487 -1.8488 -2.5613
C -7.3126 -1.6354 -2.0315
C -8.2023 -2.6907 -2.0969
C -7.8426 -3.9163 -2.6653
C -6.5771 -4.1406 -3.1740
C -5.6814 -3.0835 -3.1050
H -2.4952 -3.8292 -3.9161
H -3.7246 -4.0802 -5.1717
H -3.8258 -4.9764 -3.6458
H -4.8374 -0.0682 -2.4055
H -7.5785 -0.6886 -1.5849
H -9.2016 -2.5682 -1.7058
H -8.5752 -4.7078 -2.7208
H -6.3153 -5.0938 -3.6096
C 3.2213 2.9173 1.3507
N 2.1493 3.5081 2.1308
C 2.6133 4.3404 3.2267
C 0.8577 3.2162 1.8791
O 0.5200 2.2218 1.1846
N -0.1061 3.9721 2.4804
C -0.0342 5.4249 2.5835
C -1.4614 3.4495 2.5436
H 3.9094 3.7001 1.0335
H 2.8215 2.4381 0.4681
H 3.7636 2.1790 1.9454
H 3.4727 3.8522 3.6896
H 1.8398 4.4623 3.9791
H 2.9402 5.3218 2.8783
H 0.8583 5.8084 2.0988
H -0.0609 5.7500 3.6250
H -0.8985 5.8534 2.0729
H -1.4494 2.3769 2.3800
H -2.1004 3.9048 1.7832
H -1.8744 3.6722 3.5281
O 1.5742 3.3192 -3.0850
S 2.8329 2.8478 -2.5712
O 3.5735 3.7388 -1.7364
N 2.4935 1.4111 -1.7627
C 2.9947 0.3781 -2.4096
S 2.5855 -1.1761 -1.8874
C 3.8185 0.7054 -3.5735
C 4.5263 -0.1663 -4.3848
C 5.2346 0.3620 -5.4553
C 5.2276 1.7278 -5.7086
C 4.5205 2.6065 -4.8915
C 3.8287 2.0719 -3.8306
H 4.5295 -1.2247 -4.1655
H 5.8103 -0.2951 -6.0914
H 5.7857 2.1184 -6.5473
H 4.5158 3.6694 -5.0861
```

## b
Density functional theory data (ωB97M-V/def2-TZVPD) for a molecular structure, C29H40N8O6PbS2Se2.

* orbital gap: 6.44 eV
* net charge: +2
* highest occupied orbital energy: -12.1 eV

Structure (XYZ):
```
88
C29H40N8O6PbS2Se2 ωB97M-V/def2-TZVPD
Pb 0.4793 0.3573 0.3343
C 0.3728 0.8098 -5.4706
N 1.1500 1.0424 -4.2580
C 2.5607 1.3774 -4.4230
C 0.6106 1.0003 -3.0366
O 1.2572 1.2166 -2.0070
C -0.8651 0.6275 -2.9588
O -1.3024 0.8659 -1.6378
C -2.6721 0.5987 -1.4456
C -2.9668 0.6652 0.0527
O -2.0396 0.6992 0.8734
N -4.2490 0.6914 0.4165
C -4.6083 0.8504 1.8209
C -5.3683 0.6335 -0.5155
H 1.0659 0.6974 -6.3000
H -0.2883 1.6478 -5.6978
H -0.2163 -0.1048 -5.4011
H 3.0673 0.5828 -4.9728
H 3.0174 1.4905 -3.4457
H 2.6608 2.3104 -4.9785
H -0.9709 -0.4376 -3.2015
H -1.4523 1.2097 -3.6759
H -2.9356 -0.3960 -1.8270
H -3.2769 1.3371 -1.9824
H -3.7110 1.0020 2.4100
H -5.1355 -0.0363 2.1742
H -5.2654 1.7136 1.9290
H -5.0911 0.1577 -1.4510
H -5.7624 1.6308 -0.7189
H -6.1599 0.0363 -0.0662
Se 2.1760 -0.5899 2.6609
C 0.7792 -1.7522 2.9457
N -0.2228 -1.9911 2.1205
C 4.1640 -1.2989 -0.9075
N 3.5839 -1.6001 -2.2049
C 2.3214 -1.9882 -2.4415
Se 0.9403 -2.2435 -1.2287
N 2.2029 -2.1984 -3.7692
C 3.4136 -1.9553 -4.4091
C 3.8045 -2.0302 -5.7373
C 5.1179 -1.6932 -6.0151
C 6.0041 -1.2975 -5.0060
C 5.6100 -1.2255 -3.6814
C 4.2933 -1.5639 -3.4071
H 3.4068 -1.4415 -0.1407
H 4.5166 -0.2680 -0.8916
H 4.9996 -1.9713 -0.7179
H 1.3603 -2.5607 -4.1820
H 3.1244 -2.3453 -6.5167
H 5.4708 -1.7417 -7.0356
H 7.0224 -1.0476 -5.2687
H 6.2979 -0.9255 -2.9032
C -0.6251 3.8796 0.0197
N 0.5353 4.5160 0.6109
C 1.0192 5.6886 -0.1070
C 1.3683 3.7393 1.3644
O 1.2882 2.4907 1.3477
N 2.2746 4.3555 2.1516
C 2.1171 5.7122 2.6553
C 3.3139 3.5696 2.7980
H -1.3831 4.6420 -0.1615
H -1.0349 3.1391 0.7023
H -0.3846 3.3925 -0.9343
H 0.9984 5.4877 -1.1816
H 2.0434 5.9138 0.1710
H 0.3967 6.5617 0.0938
H 1.1173 6.0814 2.4468
H 2.8520 6.3952 2.2253
H 2.2588 5.6975 3.7365
H 3.4229 2.6165 2.2917
H 3.0631 3.3826 3.8443
H 4.2557 4.1166 2.7543
O 2.8834 -3.0575 5.3016
S 1.6134 -2.5204 5.6189
O 1.4281 -1.2625 6.2432
N 0.6512 -2.4938 4.1239
C -0.4237 -3.2744 4.1773
S -1.2863 -3.0891 2.7590
C -0.5362 -4.0347 5.4132
C -1.5007 -4.9586 5.7803
C -1.3836 -5.5680 7.0224
C -0.3264 -5.2636 7.8726
C 0.6474 -4.3366 7.5098
C 0.5153 -3.7376 6.2775
H -2.3189 -5.2052 5.1168
H -2.1234 -6.2928 7.3320
H -0.2547 -5.7554 8.8327
H 1.4720 -4.1014 8.1683
```

Quick one: least stable of them? a